Density functional theory data (ωB97M-V with the def2-TZVPD basis set) for a cluster of 2 separate species, C8H23N4 in total.

Last column: natural (NBO) charge in e.
Positions of all 35 atoms, in Å:
N1 -1.483 -0.249 0.223  -0.418
N2 0.162 0.354 1.768  -0.791
N3 1.518 2.031 0.371  -0.845
N4 1.054 -1.532 -0.099  -0.612
C1 -0.686 2.651 0.119  -0.626
C2 0.425 1.476 -1.828  -0.655
C3 0.692 -2.876 0.204  -0.412
C4 -2.221 -0.081 -1.069  -0.387
C5 -0.305 0.338 0.496  0.679
C6 2.474 -1.380 0.257  -0.432
C7 0.224 1.578 -0.315  0.057
C8 -2.147 -0.874 1.312  -0.420
H1 0.755 2.432 -2.209  0.238
H2 2.627 -1.154 1.355  0.202
H3 -0.377 3.595 -0.388  0.224
H4 -0.216 -0.292 2.586  0.435
H5 2.894 -2.352 0.244  0.204
H6 -0.451 -3.086 0.019  0.197
H7 1.637 2.855 -0.169  0.384
H8 0.983 -3.055 1.257  0.196
H9 -2.715 0.838 -1.079  0.212
H10 1.248 -3.563 -0.337  0.193
H11 0.925 0.873 1.834  0.419
H12 -0.348 1.396 -2.615  0.249
H13 -1.754 2.574 0.080  0.228
H14 -1.392 -0.168 -1.941  0.222
H15 -0.391 2.697 1.099  0.236
H16 2.235 1.323 0.253  0.371
H17 -3.153 -1.238 0.885  0.236
H18 -1.586 -1.738 1.525  0.209
H19 -2.243 -0.225 2.158  0.211
H20 -2.833 -0.880 -1.233  0.219
H21 2.918 -0.596 -0.394  0.205
H22 1.239 0.701 -1.873  0.213
H23 0.973 -1.546 -1.096  0.359

LUMO, eV: -2.33
Net charge: +1
M, g/mol: 175.3
Multiplicity: 1

Density functional theory data (ωB97M-V with the def2-TZVPD basis set) for a cluster of 2 separate species, C16H20Cl2FO7P in total.

Last column: natural (NBO) charge in e.
Positions of all 47 atoms, in Å:
Cl1 -0.705 -1.562 0.011  -0.056
Cl2 -1.119 0.065 3.997  -0.031
P1 -1.897 2.950 -0.647  0.745
F1 -4.396 1.826 3.532  -0.367
O1 -0.742 2.379 2.268  -0.521
O2 1.241 -3.627 -0.897  -0.536
O3 5.072 -3.031 -4.490  -0.538
O4 2.081 -1.116 -1.437  -0.643
O5 4.210 -5.465 -4.025  -0.626
O6 0.411 1.906 0.423  -0.514
O7 1.346 3.300 1.992  -0.565
C1 -1.126 -1.358 1.743  -0.198
C2 2.110 -3.521 -1.739  0.476
C3 -1.390 1.261 1.641  0.241
C4 -3.551 2.341 2.559  0.058
C5 2.630 -2.142 -2.078  0.327
C6 3.646 -4.475 -3.347  0.322
C7 4.180 -3.108 -3.667  0.472
C8 -0.706 0.018 2.247  -0.205
C9 -0.975 1.569 0.205  -0.213
C10 -0.832 3.181 -2.124  -0.935
C11 -2.910 1.199 1.782  -0.504
C12 0.430 2.600 1.590  0.966
C13 -1.684 4.476 0.345  -0.943
C14 3.603 -1.966 -2.983  -0.389
C15 2.678 -4.662 -2.442  -0.390
C16 -0.362 -2.458 2.484  -0.619
H1 -0.554 4.223 -2.229  0.242
H2 -2.180 -1.552 1.878  0.228
H3 -3.366 1.129 0.804  0.242
H4 -2.252 4.409 1.262  0.238
H5 -2.829 2.968 3.064  0.186
H6 4.878 -5.049 -4.602  0.507
H7 3.986 -0.986 -3.233  0.245
H8 -3.194 0.296 2.307  0.247
H9 0.085 2.608 -2.055  0.243
H10 2.290 -5.642 -2.203  0.244
H11 -1.371 2.866 -3.005  0.238
H12 -0.407 -3.377 1.916  0.235
H13 -2.091 5.299 -0.227  0.244
H14 1.387 -1.440 -0.825  0.510
H15 -1.101 0.761 -0.497  0.250
H16 0.371 0.086 2.197  0.238
H17 0.686 -2.182 2.525  0.212
H18 -0.654 4.687 0.616  0.233
H19 -4.161 2.941 1.893  0.170
H20 -0.768 -2.628 3.468  0.233

LUMO, eV: -1.45
M, g/mol: 445.2
Multiplicity: 1
Structure (SMILES): C[C@H](Cl)[C@H](Cl)[C@@]1(CCF)OC(=O)O[C@@H]1P(C)C.O=C1C=C(O)C(=O)C=C1O

Density functional theory data (ωB97M-V with the def2-TZVPD basis set) for a cluster of 14 separate species, C25H78O25 in total.

Last column: Mulliken charge in e.
Positions of all 128 atoms, in Å:
O1 8.503 -3.922 -13.352  -0.450
O2 7.313 -5.520 -16.555  -0.538
O3 8.637 -10.168 -19.177  -0.265
O4 9.538 -8.212 -21.985  -0.478
O5 5.021 -5.163 -18.425  -0.690
O6 5.034 -9.115 -21.422  -0.581
O7 11.203 -8.579 -17.034  -0.048
O8 7.071 -12.516 -19.082  -0.503
O9 9.095 -9.829 -15.772  -0.722
O10 4.981 -8.518 -17.168  -0.541
O11 3.106 -7.113 -22.447  -0.504
O12 10.560 -6.008 -13.238  -0.563
O13 5.422 -7.542 -24.119  -0.479
O14 8.697 -6.326 -11.332  -0.338
O15 4.451 -3.137 -21.537  -0.562
O16 6.920 -6.021 -13.815  -0.442
O17 6.956 -7.324 -18.800  4.261
O18 6.898 -7.233 -21.626  -0.222
O19 13.194 -7.916 -19.140  -0.573
O20 11.847 -6.316 -15.530  -0.535
O21 9.132 -11.162 -12.959  -0.552
O22 4.558 -3.107 -16.345  -0.591
O23 9.953 -4.126 -19.961  -0.520
O24 6.939 -10.830 -16.958  -0.671
O25 11.832 -5.553 -18.276  -0.294
C1 5.382 -4.401 -19.566  1.298
C2 4.699 -9.862 -16.865  -0.728
C3 5.454 -3.236 -15.294  -0.304
C4 13.248 -9.049 -18.292  -0.738
C5 2.734 -8.177 -21.566  -0.689
C6 6.493 -6.234 -12.484  -0.443
C7 7.482 -10.296 -19.936  -0.276
C8 12.834 -5.409 -16.089  -0.510
C9 6.748 -6.219 -22.561  -0.035
C10 10.594 -7.518 -21.439  -0.317
C11 8.074 -10.584 -13.686  -0.938
C12 3.957 -8.593 -20.676  0.119
C13 8.575 -9.364 -14.509  -0.831
C14 7.552 -7.062 -11.725  0.134
C15 4.099 -3.893 -20.326  -0.727
C16 8.325 -6.464 -16.915  1.135
C17 10.810 -4.652 -12.866  -0.791
C18 9.884 -3.834 -13.704  -0.070
C19 5.822 -10.616 -16.148  -0.066
C20 7.194 -11.789 -20.322  -0.810
C21 12.268 -4.622 -17.243  -0.326
C22 8.267 -6.801 -18.435  -0.125
C23 6.632 -6.858 -23.995  -0.855
C24 9.002 -3.281 -20.696  -0.447
C25 11.850 -9.457 -17.917  -0.108
H1 11.598 -6.923 -16.231  0.195
H2 6.159 -7.812 -21.827  -0.169
H3 6.141 -10.051 -15.272  -0.132
H4 1.969 -7.826 -20.872  0.389
H5 7.740 -8.698 -14.728  0.269
H6 5.792 -8.308 -17.636  -0.225
H7 5.781 -5.739 -22.408  0.192
H8 7.115 -7.598 -10.883  0.452
H9 7.874 -7.864 -12.390  -0.236
H10 4.453 -10.447 -17.751  0.153
H11 4.335 -7.757 -20.087  -0.102
H12 5.326 -4.176 -14.758  0.169
H13 5.417 -2.343 -14.670  0.383
H14 6.322 -11.880 -20.971  0.396
H15 10.500 -4.568 -11.824  0.356
H16 6.192 -5.256 -12.107  0.386
H17 3.788 -7.386 -23.065  0.309
H18 8.731 -11.714 -12.284  0.335
H19 6.930 -7.368 -19.758  -1.561
H20 9.351 -6.111 -16.806  -0.129
H21 7.978 -3.606 -20.512  -0.138
H22 3.756 -9.810 -16.320  0.534
H23 2.421 -9.065 -22.116  0.426
H24 9.276 -6.253 -12.095  0.509
H25 10.773 -7.750 -20.389  0.040
H26 6.832 -11.369 -17.745  0.083
H27 8.304 -10.167 -16.199  0.353
H28 7.594 -5.341 -13.741  0.141
H29 11.321 -4.179 -16.935  0.140
H30 11.477 -7.922 -21.934  0.366
H31 6.111 -3.610 -19.385  0.478
H32 5.619 -6.870 -12.627  0.413
H33 10.017 -4.063 -14.761  -0.091
H34 9.128 -3.295 -21.779  0.348
H35 8.071 -12.069 -20.906  0.333
H36 6.445 -3.180 -15.744  0.101
H37 8.226 -3.238 -12.738  0.248
H38 9.034 -2.233 -20.397  0.317
H39 7.669 -11.368 -14.326  0.417
H40 10.293 -2.824 -13.729  0.541
H41 11.234 -5.197 -18.937  0.177
H42 12.817 -3.770 -17.645  0.522
H43 8.332 -10.422 -18.302  0.656
H44 13.901 -8.833 -17.446  0.217
H45 3.687 -9.398 -19.992  0.180
H46 10.414 -8.974 -16.655  0.090
H47 6.643 -13.358 -19.252  0.283
H48 7.544 -5.476 -22.517  0.213
H49 11.860 -4.366 -12.928  0.414
H50 5.760 -5.714 -18.157  -0.215
H51 11.250 -9.465 -18.827  0.088
H52 12.894 -7.230 -18.538  0.241
H53 7.034 -5.761 -15.669  0.454
H54 10.826 -4.040 -20.350  0.236
H55 3.451 -3.354 -19.634  0.458
H56 9.082 -7.461 -18.732  -0.200
H57 10.576 -6.444 -21.627  0.157
H58 7.209 -10.342 -13.068  0.507
H59 9.303 -8.797 -13.929  0.728
H60 7.610 -9.667 -20.818  0.148
H61 7.446 -7.560 -24.174  0.284
H62 3.625 -2.786 -21.879  0.309
H63 4.590 -9.761 -21.975  0.309
H64 5.490 -11.614 -15.861  0.429
H65 5.200 -7.700 -25.039  0.275
H66 5.998 -4.946 -20.282  -1.024
H67 11.750 -10.484 -17.566  0.443
H68 4.786 -3.731 -17.038  0.412
H69 8.699 -7.836 -21.709  0.163
H70 6.632 -6.121 -24.798  0.527
H71 6.618 -9.944 -19.372  0.119
H72 13.182 -4.682 -15.356  0.471
H73 10.863 -6.227 -14.122  0.527
H74 3.510 -4.769 -20.599  0.208
H75 13.573 -9.882 -18.915  0.431
H76 8.208 -7.390 -16.352  -0.821
H77 8.361 -5.868 -18.991  0.124
H78 13.698 -5.937 -16.493  0.326

LUMO (spin up / spin down), eV: -2.12 / -8.65
Net charge: +1
M, g/mol: 778.9
Multiplicity: 2